[1]
C11H25Cl4F6N2O7S | wB97M-V/def2-TZVPD

Properties
* spin multiplicity: 1
* total charge: -1

Last column: Löwdin charge in e.
Geometry (Å):
1 N -10.81 -8.26 12.61  0.22
2 H -10.89 -7.36 13.09  0.05
3 H -10.81 -9.00 13.30  0.08
4 H -10.00 -8.22 12.00  0.01
5 H -11.66 -8.22 11.92  0.06
6 N -14.57 -9.68 10.78  0.19
7 H -14.91 -10.34 10.09  0.09
8 H -14.30 -10.12 11.66  0.05
9 H -15.01 -8.71 10.89  0.04
10 H -13.64 -9.26 10.45  0.05
11 C -14.04 -11.22 15.98  -0.67
12 F -13.78 -10.44 17.06  0.10
13 F -13.25 -12.28 16.02  0.12
14 F -15.32 -11.58 16.10  0.14
15 S -13.71 -10.20 14.46  0.47
16 O -14.03 -11.13 13.38  -0.36
17 O -14.62 -9.09 14.54  -0.29
18 O -12.31 -9.82 14.41  -0.35
19 O -12.56 -8.10 10.65  -0.36
20 C -13.02 -6.80 10.49  -0.36
21 C -14.50 -6.37 10.90  -0.40
22 O -15.56 -7.27 10.86  -0.35
23 H -12.96 -6.51 9.42  0.08
24 H -12.39 -6.07 11.03  0.07
25 H -14.74 -5.44 10.35  0.08
26 H -14.40 -6.21 12.00  0.06
27 C -6.54 -7.60 9.07  -0.06
28 C -7.90 -7.18 8.59  -0.20
29 O -8.44 -6.01 9.22  0.06
30 C -8.58 -6.05 10.53  -0.38
31 O -8.63 -7.04 11.20  0.12
32 C -8.85 -4.65 11.13  -0.54
33 F -7.74 -4.19 11.73  0.16
34 F -9.22 -3.74 10.24  0.18
35 F -9.79 -4.80 12.06  0.13
36 H -6.17 -8.41 8.43  0.08
37 H -6.64 -8.05 10.06  0.07
38 H -5.81 -6.79 9.08  0.09
39 H -8.65 -7.98 8.68  0.12
40 H -7.94 -7.01 7.52  0.12
41 Cl -8.99 -10.33 11.07  0.60
42 C -10.08 -11.62 10.46  -0.60
43 C -11.46 -11.35 11.04  -0.69
44 Cl -12.69 -12.38 10.30  0.60
45 H -9.71 -12.57 10.82  0.07
46 H -10.13 -11.52 9.38  0.06
47 H -11.72 -10.30 10.93  0.04
48 H -11.57 -11.49 12.12  0.07
49 Cl -14.93 -5.23 15.14  0.59
50 C -13.81 -3.91 14.80  -0.69
51 C -12.80 -4.31 13.75  -0.62
52 Cl -11.46 -5.25 14.48  0.58
53 H -13.25 -3.60 15.68  0.06
54 H -14.40 -3.06 14.46  0.07
55 H -12.31 -3.45 13.29  0.07
56 H -13.24 -4.86 12.92  0.03

***

[2]
C11H26BBr2NO4SSi2 | wB97M-V/def2-TZVPD

Properties
* spin multiplicity: 1
* total charge: 0

Last column: Löwdin charge in e.
Geometry (Å):
1 C -3.17 0.75 1.60  -0.13
2 C -2.23 0.25 0.41  -0.21
3 B -2.12 1.30 -0.84  -0.40
4 O -2.93 2.51 -0.93  0.01
5 Si -0.79 0.91 -2.25  0.54
6 O 0.28 2.25 -2.50  -0.40
7 Si 1.71 1.85 -3.38  0.24
8 S 2.70 0.04 -2.74  0.42
9 C 2.96 3.30 -3.03  -0.26
10 C 3.48 3.90 -4.41  -0.28
11 O 3.95 5.05 -4.40  0.00
12 C -1.72 0.37 -3.86  -0.72
13 Br -2.64 1.69 -5.05  0.58
14 C -1.78 -1.01 -4.20  -0.71
15 C -1.11 -2.14 -3.31  -0.15
16 Br -2.74 -1.60 -5.85  0.60
17 H -2.57 1.50 2.22  0.09
18 H -4.18 1.14 1.26  0.07
19 H -3.36 -0.16 2.28  0.07
20 H -1.16 0.14 0.81  0.09
21 H -2.56 -0.77 -0.01  0.11
22 H -3.72 2.32 -1.48  0.10
23 H -0.01 -0.22 -1.76  -0.03
24 H 1.50 1.77 -4.83  0.00
25 H 2.39 -0.13 -1.38  -0.15
26 H 3.82 2.86 -2.40  0.08
27 H 2.46 4.06 -2.35  0.09
28 H 3.39 3.25 -5.34  0.11
29 H -1.26 -3.20 -3.70  0.08
30 H -1.57 -2.07 -2.27  0.08
31 H 0.01 -1.96 -3.16  0.07
32 C 1.56 -2.70 4.91  -0.07
33 C 1.63 -2.22 3.46  -0.43
34 C 1.21 -0.74 3.28  -0.20
35 O -0.20 -0.53 3.32  -0.21
36 C -0.73 -0.42 4.63  -0.10
37 N 0.83 -3.11 2.62  0.04
38 H 0.53 -2.88 5.24  0.06
39 H 2.10 -3.64 5.02  0.08
40 H 2.01 -1.97 5.59  0.08
41 H 2.67 -2.30 3.15  0.13
42 H 1.53 -0.43 2.28  0.11
43 H 1.73 -0.09 3.99  0.12
44 H -0.04 0.06 5.32  0.09
45 H -1.02 -1.41 5.00  0.08
46 H -1.65 0.18 4.57  0.08
47 H 0.95 -2.85 1.65  0.07
48 H -0.16 -2.90 2.81  0.07

***

[3]
C11H26BrO3PSi2 | wB97M-V/def2-TZVPD

Properties
* spin multiplicity: 1
* total charge: 0

Last column: Löwdin charge in e.
Geometry (Å):
1 C 0.94 -1.84 5.89  -0.21
2 C -0.43 -2.55 5.45  -0.45
3 P -0.42 -2.56 3.52  0.76
4 C -1.08 -4.28 3.07  -0.48
5 C 0.15 -5.08 2.38  -0.21
6 Si -1.67 -0.94 2.72  0.32
7 O -0.88 0.02 1.48  -0.48
8 Si -2.09 0.28 0.26  0.12
9 Br -2.14 -1.39 -1.33  0.27
10 C -2.05 2.01 -0.54  -0.32
11 C -0.58 2.64 -0.72  -0.25
12 C 0.06 2.34 -2.19  -0.19
13 C 1.01 3.63 -2.50  -0.18
14 C 1.94 3.41 -3.79  -0.19
15 O 1.23 2.92 -4.96  -0.07
16 C 1.83 1.73 -5.48  -0.39
17 C 2.17 1.56 -7.05  0.00
18 O 2.09 0.73 -4.76  0.03
19 H 1.10 -0.95 5.18  0.06
20 H 1.79 -2.60 5.75  0.07
21 H 0.95 -1.45 6.96  0.07
22 H -0.46 -3.66 5.77  0.08
23 H -1.37 -1.99 5.76  0.06
24 H -2.02 -4.28 2.42  0.07
25 H -1.33 -4.88 4.02  0.07
26 H -0.07 -6.18 2.21  0.07
27 H 0.46 -4.53 1.41  0.07
28 H 1.07 -5.02 3.07  0.06
29 H -2.01 -0.02 3.83  -0.04
30 H -2.94 -1.54 2.29  -0.06
31 H -3.40 0.17 0.95  -0.03
32 H -2.68 2.70 0.14  0.09
33 H -2.60 1.92 -1.55  0.08
34 H -0.72 3.79 -0.69  0.11
35 H 0.17 2.34 0.09  0.11
36 H 0.77 1.44 -2.12  0.12
37 H -0.73 2.22 -3.00  0.11
38 H 0.32 4.52 -2.57  0.11
39 H 1.66 3.75 -1.55  0.12
40 H 2.34 4.46 -4.07  0.13
41 H 2.86 2.77 -3.52  0.14
42 H 2.63 2.49 -7.51  0.08
43 H 1.22 1.24 -7.58  0.09
44 H 2.90 0.67 -7.14  0.10

***

[4]
C11H26Cl2F9N3O7S | wB97M-V/def2-TZVPD

Properties
* spin multiplicity: 1
* total charge: +2

Last column: Löwdin charge in e.
Geometry (Å):
1 N 2.33 3.60 6.38  0.35
2 H 1.53 3.75 6.98  0.16
3 H 2.27 4.35 5.69  0.16
4 H 2.20 2.71 5.93  0.17
5 H 3.10 3.70 7.02  0.16
6 N 6.83 3.34 -1.03  0.35
7 H 6.23 2.54 -0.90  0.17
8 H 7.00 3.84 -0.17  0.16
9 H 6.47 4.15 -1.51  0.16
10 H 7.71 3.09 -1.44  0.16
11 N 0.06 4.72 -1.73  0.35
12 H 0.49 5.00 -0.86  0.16
13 H -0.75 5.26 -1.99  0.16
14 H -0.19 3.75 -1.77  0.17
15 H 0.75 5.05 -2.39  0.16
16 C 1.45 -3.48 1.31  -0.59
17 F 0.36 -3.70 2.09  0.10
18 F 2.41 -4.13 1.99  0.11
19 F 1.28 -3.95 0.04  0.11
20 S 1.86 -1.58 1.32  0.46
21 O 0.85 -0.94 0.53  -0.38
22 O 1.87 -1.14 2.72  -0.39
23 O 3.21 -1.42 0.72  -0.41
24 C 3.69 3.63 -9.31  -0.04
25 C 4.72 3.57 -8.07  -0.20
26 O 5.32 2.28 -7.92  0.00
27 C 4.69 1.37 -7.02  -0.25
28 O 3.91 1.67 -6.10  0.11
29 C 5.26 -0.06 -7.17  -0.62
30 F 6.01 -0.23 -8.21  0.23
31 F 5.76 -0.41 -6.00  0.19
32 F 4.26 -0.91 -7.34  0.18
33 H 2.86 2.96 -9.11  0.07
34 H 4.20 3.30 -10.22  0.07
35 H 3.20 4.59 -9.47  0.07
36 H 4.11 3.88 -7.22  0.10
37 H 5.44 4.38 -8.14  0.11
38 C -7.52 -1.97 1.19  -0.05
39 C -8.74 -1.84 0.23  -0.19
40 O -9.85 -0.99 0.60  -0.03
41 C -10.87 -1.29 1.51  -0.22
42 O -11.08 -2.47 1.95  0.10
43 C -12.06 -0.26 1.55  -0.63
44 F -11.67 1.01 1.18  0.12
45 F -12.93 -0.63 0.73  0.25
46 F -12.66 -0.21 2.71  0.20
47 H -7.30 -3.02 1.39  0.08
48 H -7.72 -1.35 2.07  0.08
49 H -6.64 -1.62 0.66  0.06
50 H -9.12 -2.86 0.22  0.11
51 H -8.55 -1.62 -0.82  0.12
52 Cl 0.58 -4.16 8.30  0.39
53 C 1.98 -5.44 8.58  -0.54
54 C 1.49 -6.94 8.27  -0.64
55 Cl 2.96 -7.93 8.38  0.56
56 H 2.38 -5.22 9.57  0.06
57 H 2.81 -5.22 7.91  0.05
58 H 1.02 -7.11 7.30  0.06
59 H 0.71 -7.36 8.89  0.07

***

| no. | HOMO (eV) | orbital gap (eV) |
| --- | --- | --- |
| 1 | -3.3120 | 5.49 |
| 2 | -9.1140 | 8.75 |
| 3 | -7.9927 | 8.70 |
| 4 | -11.0434 | 4.37 |